C32H83ClN5O17 | ωB97M-V/def2-TZVPD

```
138
Properties=species:S:1:pos:R:3:forces:R:3
Cl -44.275 -2.271 -7.959 1.1 0.7 1.6
O -45.542 -1.647 -8.172 -0.9 0.1 -0.5
O -43.259 -1.619 -8.754 0.2 0.2 -0.5
O -43.898 -2.071 -6.564 -0.4 -0.5 -0.3
O -44.309 -3.655 -8.290 -0.3 -0.7 -0.1
C -47.745 3.363 -4.942 -0.1 -0.2 0.5
O -47.012 2.180 -5.105 0.2 0.3 0.5
C -45.822 2.431 -5.821 0.2 0.1 -0.3
C -44.970 1.191 -5.951 -0.9 -1.6 -0.4
N -44.614 0.497 -4.715 0.9 1.5 0.2
C -43.506 1.242 -4.099 0.3 -1.0 -0.5
C -42.932 0.391 -2.984 -1.0 0.8 1.5
O -42.682 -0.914 -3.386 0.5 -0.3 -1.2
C -42.309 -1.834 -2.402 -0.4 0.4 0.5
H -48.317 3.613 -5.844 0.1 0.2 0.0
H -47.111 4.210 -4.642 0.1 0.0 -0.3
H -48.431 3.236 -4.099 -0.2 -0.2 -0.2
H -45.257 3.271 -5.387 -0.1 0.0 0.4
H -46.039 2.766 -6.841 -0.2 -0.2 0.6
H -44.108 1.302 -6.623 0.1 0.7 0.5
H -45.594 0.511 -6.536 -0.1 -0.2 0.1
H -44.174 -0.394 -4.931 -0.5 -0.1 -0.4
H -43.800 2.213 -3.695 -0.2 -0.1 0.1
H -42.736 1.435 -4.863 0.0 0.0 0.1
H -43.703 0.365 -2.196 0.0 0.0 0.0
H -42.060 0.890 -2.529 0.3 -0.2 -0.2
H -41.668 -2.590 -2.849 0.1 0.0 0.0
H -43.190 -2.329 -1.978 -0.1 -0.1 -0.1
H -41.817 -1.326 -1.565 0.3 -0.1 -0.1
C -40.266 3.816 -2.748 0.5 -0.1 -0.3
O -39.543 3.434 -3.909 -0.4 0.2 0.5
C -40.400 3.267 -5.011 0.4 -1.8 -1.2
C -39.517 2.893 -6.218 -0.5 1.4 0.6
N -40.309 2.666 -7.422 1.0 -0.3 0.3
C -39.382 2.326 -8.517 -1.6 -0.1 0.0
C -40.218 1.971 -9.730 0.8 -0.4 -1.1
O -40.997 0.826 -9.473 0.2 0.3 0.5
C -41.778 0.364 -10.543 -0.5 -0.1 0.0
H -40.697 4.795 -2.967 -0.2 0.1 0.5
H -39.567 3.831 -1.914 0.1 0.4 -0.1
H -41.036 3.096 -2.452 -0.2 0.0 -0.4
H -41.084 4.089 -5.231 0.2 0.3 0.2
H -40.989 2.346 -4.896 -0.4 0.3 0.5
H -38.901 2.060 -5.859 0.1 -0.2 -0.4
H -38.871 3.753 -6.422 0.3 -0.1 0.0
H -40.910 1.851 -7.273 0.0 0.0 -0.1
H -38.753 1.469 -8.253 0.2 0.0 -0.1
H -38.774 3.196 -8.763 0.2 0.0 0.1
H -39.548 1.731 -10.572 0.1 0.1 0.0
H -40.832 2.804 -10.089 -0.2 0.1 0.4
H -41.215 -0.207 -11.291 0.3 0.3 0.0
H -42.286 1.218 -11.000 -0.1 -0.1 -0.2
H -42.503 -0.324 -10.105 0.0 0.2 -0.2
C -47.079 2.790 -11.722 0.9 -0.4 -0.4
O -45.994 2.995 -10.845 -0.5 0.0 0.1
C -45.780 1.890 -9.987 0.0 0.2 0.5
C -44.650 2.247 -9.051 0.8 -0.5 -0.3
N -44.856 3.430 -8.231 0.6 0.6 -1.0
C -43.564 3.987 -7.829 -0.1 0.4 -0.2
C -43.765 5.295 -7.097 0.5 -0.9 1.0
O -44.200 6.286 -7.987 -0.2 0.2 0.1
C -44.461 7.514 -7.336 0.1 -0.4 -0.3
H -47.116 3.659 -12.376 -0.5 0.2 0.3
H -47.994 2.550 -11.178 -0.2 0.3 -0.1
H -46.858 1.958 -12.405 -0.1 -0.2 0.2
H -45.567 1.003 -10.590 0.4 -0.1 0.1
H -46.646 1.616 -9.368 -0.4 0.4 -0.2
H -43.722 2.335 -9.639 -0.1 0.2 -0.1
H -44.461 1.403 -8.381 -0.2 -0.1 -0.3
H -45.323 4.165 -8.753 0.0 -0.2 -0.3
H -42.928 4.176 -8.710 0.1 0.0 0.0
H -42.989 3.296 -7.208 -0.2 -0.1 0.1
H -42.842 5.555 -6.550 0.2 0.4 -0.6
H -44.441 5.121 -6.246 -0.6 0.2 -0.4
H -43.570 7.813 -6.774 -0.1 0.2 0.1
H -45.329 7.433 -6.673 0.1 0.0 0.1
H -44.681 8.242 -8.115 0.1 0.1 0.1
C -45.231 -7.574 -12.417 -0.1 -0.9 0.3
O -44.704 -6.845 -13.495 -0.2 0.5 -0.1
C -43.460 -6.204 -13.291 0.8 -0.5 -0.1
C -43.548 -5.017 -12.336 -0.5 -1.4 0.0
N -44.543 -4.065 -12.800 0.6 0.5 0.3
C -44.653 -2.971 -11.828 -1.8 -1.1 0.2
C -45.871 -2.120 -12.140 0.6 1.8 -1.2
O -47.072 -2.837 -12.159 0.5 -1.2 0.4
C -48.233 -2.150 -12.473 -0.5 0.6 -0.1
H -44.788 -8.578 -12.333 0.2 0.0 -0.3
H -46.288 -7.730 -12.627 0.0 0.2 0.1
H -45.133 -7.160 -11.411 0.0 0.5 -0.2
H -43.067 -5.960 -14.279 -0.4 0.4 -0.1
H -42.738 -6.952 -12.930 0.0 0.1 0.4
H -42.573 -4.578 -12.126 0.0 0.3 -0.4
H -43.821 -5.506 -11.386 -0.1 0.5 0.3
H -45.445 -4.531 -12.804 0.1 -0.1 -0.2
H -43.737 -2.388 -11.782 -0.1 0.1 0.1
H -44.899 -3.423 -10.854 0.6 0.3 0.3
H -45.737 -1.650 -13.133 0.0 -0.2 0.0
H -45.915 -1.260 -11.461 -0.1 -0.2 0.4
H -48.463 -1.340 -11.768 0.2 0.0 0.1
H -49.056 -2.864 -12.438 0.1 0.0 0.0
H -48.230 -1.700 -13.477 0.3 -0.1 0.0
C -47.759 -4.578 -9.491 0.9 -1.0 -1.2
C -46.757 -5.687 -9.201 0.0 0.4 0.9
O -47.152 -6.954 -9.729 -0.1 0.3 -0.3
O -49.031 -4.883 -8.956 -0.3 0.9 1.1
H -47.808 -4.445 -10.577 -0.2 -0.1 0.0
H -47.302 -3.650 -9.140 -0.7 0.1 0.6
H -46.649 -5.807 -8.114 0.0 0.2 0.0
H -45.773 -5.364 -9.548 -0.1 -0.4 -0.4
H -48.006 -7.107 -9.311 0.1 -0.3 0.0
H -49.457 -5.644 -9.347 0.3 0.0 -0.5
C -39.698 -0.983 -6.733 0.0 0.8 0.8
C -41.052 -0.715 -6.063 -0.2 -0.2 -0.7
O -41.836 0.187 -6.857 0.4 0.1 0.5
O -39.773 -1.225 -8.114 -0.2 0.0 0.3
H -39.182 -1.742 -6.136 -0.1 -0.6 -0.6
H -39.056 -0.108 -6.538 -0.1 0.3 -0.2
H -40.848 -0.292 -5.078 -0.2 0.2 0.0
H -41.690 -1.592 -5.936 0.5 -0.2 0.1
H -42.283 -0.367 -7.514 -0.2 0.0 -0.1
H -40.293 -0.468 -8.482 0.4 -0.6 0.0
C -47.396 -3.411 -5.598 -0.2 0.2 0.5
C -47.319 -2.237 -4.597 -0.5 0.1 -0.9
C -46.161 -2.405 -3.637 -0.2 0.5 0.4
O -46.159 -1.281 -2.763 0.2 -0.1 0.4
C -46.141 -1.580 -1.398 -0.4 0.0 0.1
N -47.228 -0.976 -5.344 0.6 -0.4 -0.6
H -47.622 -4.397 -5.182 0.1 0.1 0.2
H -46.426 -3.444 -6.098 -0.1 -0.2 -0.2
H -48.187 -3.181 -6.312 0.1 -0.1 -0.2
H -48.220 -2.107 -3.988 -0.1 -0.5 0.1
H -45.182 -2.475 -4.120 -0.1 0.0 -0.3
H -46.353 -3.332 -3.082 0.2 0.0 0.1
H -46.877 -2.363 -1.174 0.1 -0.2 0.2
H -46.454 -0.701 -0.829 0.0 0.2 -0.2
H -45.160 -1.864 -1.000 0.1 -0.2 -0.2
H -48.020 -0.881 -5.977 -0.3 -0.1 0.4
H -46.480 -1.125 -6.027 0.2 0.3 0.3
```
Forces are in eV/Å.

Computed properties:
E_LUMO = 0.08647 Ha
Charge = -1
Kohn-Sham gap = 0.2889 Eh
2S+1 = 1